C33H50BNO21 | wB97M-V/def2-TZVPD

Element x y z (Å)
B  1.88220  -1.01897  1.37501
H  -5.18718  4.98251  1.98706
O  1.48627  6.32192  4.03186
C  -0.14671  -2.59771  -1.11419
H  -2.61457  5.02857  1.81213
H  6.84386  7.26416  0.88175
C  2.77013  6.01835  2.14611
O  1.39456  5.66560  1.91230
O  -2.10182  -2.08593  -2.47604
H  -0.52431  -0.78407  -2.15922
C  -2.80630  4.71129  0.78722
H  -1.25880  -2.70985  1.93860
O  0.05624  -6.15981  1.45562
H  -3.12232  -3.08954  -7.23501
O  0.68566  -3.14684  1.41884
C  3.68095  5.04899  1.43763
H  8.46424  7.52337  -1.45971
C  6.62992  8.27160  0.51580
H  -1.64827  -5.72481  4.84116
C  -2.17708  -6.82165  -1.94707
H  2.92368  7.03088  1.77530
C  -3.08074  -7.29960  0.38810
H  3.59067  5.16970  0.35759
C  -0.67312  -3.16193  1.13257
H  -1.81789  1.74869  0.40282
H  -1.88664  4.27206  0.40375
C  -2.38382  0.18498  -4.97761
H  3.03580  4.96749  4.03733
C  -2.34739  -2.35034  -7.43040
H  0.30757  -1.66275  2.84796
H  -0.83535  -0.28023  1.35005
H  -4.00253  -7.75341  0.02176
H  -0.18770  -2.15671  -3.21162
H  -1.77184  -5.81453  -2.00290
C  4.45303  8.30772  -0.07535
O  5.30524  8.63731  0.92509
H  7.35045  8.97172  0.92895
H  -0.07203  -5.47008  5.63118
O  5.13905  7.97466  -1.18813
H  -0.94696  -9.37464  5.16786
C  -1.43843  -8.92772  -2.28440
H  -2.19714  -2.28267  -8.50819
H  0.83068  -2.16163  -0.88722
O  -0.36175  -7.53984  3.18335
O  -0.51568  5.94144  3.05721
C  2.82702  5.97316  3.66167
H  -0.72227  -0.23416  -7.15700
H  3.39934  4.02327  1.68174
H  3.02696  -1.20433  1.07803
C  1.18839  0.24207  0.80421
H  1.83301  3.10904  -0.89243
H  -2.56061  -1.24417  -2.41241
O  -0.07016  -5.37163  3.56159
O  -5.91565  3.07116  1.71810
O  -2.44674  0.53607  -3.84284
H  2.99753  1.15178  0.04670
H  -2.83153  -7.76859  1.34027
O  -2.74583  -1.02874  -5.43470
C  -5.28787  4.24637  1.18623
C  1.92325  1.23588  0.14869
H  -1.29084  -8.12086  6.36653
C  -0.75128  1.59227  0.32872
H  7.15629  6.32237  -1.48506
C  -0.28374  -7.40509  4.61673
O  -1.46548  -7.69186  -2.83851
C  1.26709  2.34639  -0.37274
H  -5.89474  4.65704  0.38396
H  -3.03744  5.59009  0.18425
H  6.66769  9.33296  -1.36382
C  -1.75575  0.12039  -7.13978
C  -0.18889  0.44750  0.88174
H  7.32288  7.47305  -2.80896
H  0.74542  -7.62934  4.90886
H  -1.42674  -2.69981  -6.96278
O  -1.09615  -9.91347  -2.85239
H  1.82669  -2.52723  3.00383
O  -1.85864  -8.87873  -1.00220
N  -0.04553  2.53389  -0.29050
O  -1.02578  -2.43947  -0.02393
H  -3.74092  -0.72432  -7.20326
C  -0.10478  -6.34018  2.61940
H  -0.00387  -3.66104  -1.34185
O  3.26943  8.29982  0.02537
H  -1.96489  0.68352  -8.04503
C  -0.72179  -1.85017  -2.30709
H  -2.24857  -8.22351  4.87508
O  -5.11934  1.24133  2.76378
C  -1.96475  -7.49248  -0.60494
C  -2.73667  -1.00538  -6.87471
C  -0.57588  -5.92622  4.78370
C  -4.93990  2.21918  2.11370
C  -3.94098  3.72373  0.72937
O  -3.73848  2.64056  1.66426
C  0.67010  5.97831  3.00546
H  -4.02080  3.27868  -0.26711
H  -0.98363  -4.20126  1.02741
H  3.53018  6.67898  4.09574
H  -3.22983  -6.80822  -2.24134
O  -1.93343  0.95950  -5.99181
C  7.42290  7.35037  -1.73188
C  -1.25048  -8.33732  5.29887
H  -3.24980  -6.23527  0.55707
C  1.13585  -2.09243  2.27701
H  4.72308  5.21145  1.71851
H  -1.01393  -7.19568  -0.16559
C  6.52751  8.31308  -0.99678

Cartesian forces, eV/Å:
B -0.019 -0.113 -0.102
H 0.039 0.016 -0.005
O 0.050 -0.025 0.030
C -0.249 -0.241 -0.191
H -0.070 0.041 0.002
H 0.025 -0.016 -0.031
C 0.186 -0.099 0.112
O 0.012 0.048 -0.071
O 0.037 -0.285 -0.028
H -0.106 0.041 -0.048
C 0.174 -0.107 0.167
H 0.043 0.053 0.053
O 0.083 -0.139 0.046
H -0.016 0.014 -0.015
O 0.012 -0.130 0.158
C -0.170 -0.127 -0.178
H 0.011 0.023 0.005
C -0.017 0.024 0.025
H -0.016 -0.034 0.017
C 0.032 0.007 -0.015
H -0.088 0.010 0.076
C -0.038 -0.227 0.055
H 0.023 0.032 0.004
C -0.424 0.067 -0.150
H -0.083 0.033 -0.017
H 0.017 0.005 -0.057
C -0.005 -0.021 -0.060
H 0.039 -0.011 -0.039
C 0.007 -0.091 0.168
H -0.144 -0.091 -0.036
H -0.030 0.015 0.018
H -0.018 0.071 -0.051
H 0.106 -0.054 0.002
H 0.081 -0.034 -0.060
C 0.023 -0.005 -0.068
O 0.081 -0.081 0.062
H -0.075 0.067 0.026
H 0.073 0.043 -0.062
O 0.017 0.057 -0.057
H 0.023 0.006 0.016
C -0.014 0.041 0.058
H -0.014 0.015 -0.015
H 0.137 -0.139 -0.067
O 0.052 -0.050 0.009
O -0.097 0.096 0.141
C -0.053 -0.029 0.021
H -0.004 -0.041 -0.015
H 0.066 -0.003 0.062
H -0.009 -0.014 0.013
C 0.027 0.096 -0.079
H -0.004 0.125 -0.018
H -0.008 0.033 -0.118
O -0.079 0.036 0.054
O -0.017 0.087 0.028
O -0.050 0.050 0.118
H 0.032 -0.046 -0.034
H 0.030 0.031 0.001
O -0.092 -0.008 -0.003
C -0.028 -0.025 0.016
C -0.227 0.173 -0.063
H 0.019 0.008 0.015
C 0.011 -0.224 0.104
H 0.037 0.003 0.072
C -0.069 -0.010 0.093
O -0.070 0.058 -0.025
C 0.336 -0.181 0.039
H -0.056 -0.088 -0.005
H -0.056 -0.008 -0.033
H -0.010 0.020 0.024
C 0.000 0.030 0.002
C -0.071 0.165 0.017
H 0.012 0.027 0.003
H 0.016 0.026 -0.008
H 0.044 0.047 -0.041
O 0.034 -0.055 -0.033
H -0.064 -0.144 -0.002
O 0.025 0.024 0.024
N -0.035 -0.033 0.014
O 0.161 0.420 0.222
H -0.002 0.029 0.005
C 0.015 -0.042 0.069
H -0.016 -0.064 0.040
O 0.006 0.081 -0.078
H -0.044 0.079 0.056
C -0.005 0.345 0.217
H -0.015 0.070 0.041
O -0.011 -0.067 0.029
C -0.129 0.100 0.001
C 0.055 -0.058 -0.094
C 0.017 0.025 -0.008
C 0.023 0.051 -0.059
C 0.043 0.176 -0.070
O 0.011 -0.052 -0.028
C 0.045 -0.099 -0.145
H -0.031 -0.017 0.007
H 0.285 -0.100 -0.186
H -0.100 0.087 0.028
H -0.018 0.005 0.039
O 0.085 -0.009 -0.053
C -0.147 -0.099 -0.091
C -0.058 -0.095 -0.167
H 0.023 0.018 -0.006
C 0.312 0.425 0.184
H -0.013 0.046 0.053
H 0.032 -0.039 -0.072
C 0.098 -0.053 -0.002

## Properties
**HOMO-LUMO gap**: 9.01 eV
**SMILES string**: C[C@@H]1COC(=O)O1.C[C@@H]1COC(=O)O1.C[C@@H]1COC(=O)O1.C[C@@H]1COC(=O)O1.C[C@@H]1COC(=O)O1.C[C@@H]1COC(=O)O1.OCCOCOCBc1ccncc1
**E**: -80196.2072 eV
**HOMO level**: -9.25 eV
**Max |F|**: 0.011 hartree/bohr